Molecular formula: C5H6O
Method: DFT, wB97M-V/def2-TZVPD

XYZ file:
```
12
Properties=species:S:1:pos:R:3:forces:R:3:nbo_charge:R:1
O 0.13282 1.99053 1.31167 -0.09 -0.48 -0.35 -0.522
C 0.00908 1.01683 0.60944 -0.04 0.35 0.18 0.623
C -0.88097 -0.19594 0.89305 0.00 0.00 0.04 -0.561
C -0.29873 -1.24547 -0.01789 0.06 0.05 -0.12 -0.184
C 0.54948 -0.72374 -0.90577 -0.05 -0.10 0.11 -0.185
C 0.74712 0.75685 -0.70674 0.05 0.01 0.02 -0.561
H -1.91266 0.04525 0.59725 0.13 0.03 0.09 0.240
H -0.90466 -0.44032 1.95959 0.08 0.02 -0.15 0.239
H -0.56931 -2.29517 0.05205 0.04 0.17 -0.09 0.216
H 1.06678 -1.28585 -1.67758 -0.08 0.06 0.14 0.215
H 1.79672 1.06069 -0.63512 -0.14 -0.01 0.02 0.240
H 0.29070 1.36941 -1.49796 0.05 -0.12 0.11 0.240
```
Positions in Å, forces in eV/Å.

Its SMILES is O=C1CC=CC1. The calculation puts the energy above the lowest of the compared OMol25 structures with the same formula, charge and spin at 20.2 kJ/mol. The calculated total energy is -269.3385 Eh.